Entry 1:
ORCA calculation (the ωB97M-V functional and the def2-TZVPD basis) on a molecular structure, C10H17N9O4RuS3 in a non-equilibrium geometry.

Element x y z (Å)
Ru -0.24697 -0.01185 0.58450
C -1.73528 3.65075 -1.39934
N -1.55535 3.73563 0.05264
C -1.36453 5.07482 0.60773
C -1.38732 2.62827 0.75809
N -1.80785 1.43019 0.39565
N -0.79856 2.77230 2.00664
C -0.40802 1.71296 2.79572
N 0.28696 2.04827 3.88688
N -0.83464 0.49781 2.53940
H -1.31938 4.55163 -1.84250
H -2.79008 3.58312 -1.67118
H -1.18311 2.79959 -1.79158
H -2.04285 5.75196 0.09482
H -0.33792 5.41565 0.45634
H -1.62412 5.09615 1.66347
H -2.23437 1.45542 -0.52337
H -0.21549 3.59346 2.08524
H 0.72430 2.95342 3.95100
H 0.75675 1.31075 4.38591
H -0.52678 -0.16251 3.24447
N 3.10695 -0.82122 -0.25159
C 2.28181 -1.76934 0.04310
N 0.91988 -1.67149 0.23965
C 0.33230 -2.92921 0.37805
C 1.15737 -3.97449 0.37636
S 2.79539 -3.45527 0.17106
C -1.09704 -2.88786 0.51763
C -2.01117 -3.86637 0.58470
S -3.58899 -3.19636 0.80926
C -2.92769 -1.61296 0.81681
N -1.61079 -1.59846 0.62353
N -3.67582 -0.52093 0.99966
H 3.07373 0.47017 -0.55564
H 4.05673 -1.16138 -0.34070
H 0.89811 -5.01476 0.48296
H -1.86767 -4.92992 0.50184
H -4.64794 -0.60002 1.23581
H -3.19565 0.36722 1.09920
O 3.02178 1.55913 -0.63770
S 1.68232 1.89265 -0.03060
O 1.58158 3.30379 0.20024
O 0.62029 1.34607 -0.93387
O 1.54214 1.06425 1.21065

Cartesian forces (eV/Å) of the 3 atoms listed first:
-0.8 -1.0 0.5
-0.2 0.0 0.0
0.1 0.1 -0.1

- Energy above the lowest of the compared OMol25 structures with the same formula, charge and spin: 163.0 kJ/mol
- Orbital gap (spin up / spin down): 6.70 / 6.54 eV
- Highest occupied orbital energy (spin up / spin down): -10.3 / -10.3 eV
- Total charge: +1
- 2S+1: 2
- Max |F|: 0.0297 Eh/bohr

Entry 2:
ORCA calculation (the ωB97M-V functional and the def2-TZVPD basis) on 2 unconnected molecules or ions with the total composition C10H17NO10S2 in a non-equilibrium geometry.

Element x y z (Å)
C -0.31772 -3.36903 0.73494
C -1.36228 -2.69954 1.63154
O -1.12586 -2.36432 2.71940
O -2.62762 -2.44854 1.13397
C -2.67173 -1.40616 0.14489
C -1.54554 -0.36075 0.22240
C -1.62964 0.74288 1.28715
O -2.92105 1.13483 1.68031
N -0.94696 1.90188 0.68430
C -1.31761 1.96157 -0.71165
O -1.22975 2.88692 -1.39354
C -1.80757 0.52194 -1.09294
C -0.90352 -0.17972 -2.15656
S -1.23713 0.26303 -3.87624
O -1.01081 1.66083 -4.08882
O -0.31748 -0.52890 -4.66198
H -0.79447 -3.93303 -0.07834
H 0.31411 -3.99582 1.37340
H 0.34557 -2.62815 0.26498
H -3.60659 -0.85300 0.33180
H -2.78035 -1.81013 -0.87861
H -0.51212 -0.66784 0.04669
H -1.05518 0.54453 2.20801
H -2.86220 1.50980 2.56607
H 0.05931 1.71794 0.69291
H -2.86584 0.44122 -1.38170
H -1.08433 -1.26709 -2.08817
H 0.17020 -0.04559 -1.90238
H -2.49496 -0.16507 -4.22330
O 1.68730 0.20503 -0.20573
S 2.98639 0.00936 0.34787
O 3.63527 -1.24609 0.31441
O 2.96487 0.55393 1.85827
C 3.95810 1.57519 2.02152
C 4.08910 2.20923 0.65284
O 3.97280 1.11418 -0.26464
H 4.89015 1.09835 2.33150
H 3.64768 2.28922 2.78050
H 5.03781 2.72190 0.51829
H 3.26968 2.90501 0.45666

Cartesian forces (eV/Å) of the 3 atoms listed first:
-0.5 0.0 -0.3
-0.2 -0.4 -2.7
0.8 0.6 3.1

- Structure (SMILES): CC(=O)OC[C@@H]1[C@H](O)NC(=O)[C@H]1C[SH](=O)=O.O=S1(=O)OCCO1
- Orbital gap: 10.04 eV
- Highest occupied orbital energy: -9.8 eV
- Total charge: 0
- Max |F|: 0.0888 Eh/bohr

Entry 3:
ORCA calculation (the ωB97M-V functional and the def2-TZVPD basis) on 2 unconnected molecules or ions with the total composition C10H17NO2S in a non-equilibrium geometry.

Element x y z (Å)
C -0.77157 0.18629 0.33320
C -0.57771 1.35081 -0.23421
C 0.38390 -1.66414 -0.80647
C -1.28582 -0.14171 1.64717
C -0.93666 2.65347 0.54306
C -1.25798 1.15949 2.52209
C -1.87292 2.27424 1.64643
C -0.37325 1.49535 -1.74621
C 0.39442 -4.08906 -1.19858
C 2.64572 -0.20087 -0.14945
N -0.04430 -2.77672 -0.86390
O 2.82830 -2.34715 -1.90393
O 1.83161 -0.21255 -2.63339
S 2.00965 -1.19305 -1.57691
H -2.33353 -0.33699 1.47995
H -0.90073 -0.99065 2.28837
H 0.00569 3.03330 1.08449
H -1.48133 3.30165 -0.17710
H -1.78336 0.90852 3.46273
H -0.27126 1.37762 2.89037
H -1.97515 3.20072 2.24071
H -2.81481 1.96484 1.32414
H -0.40166 0.53985 -2.28619
H 0.65277 1.98447 -2.02575
H -1.17844 2.19280 -2.17399
H 0.37031 -4.75086 -0.34142
H 1.28062 -4.31380 -1.69881
H -0.30906 -4.53335 -1.82088
H 3.23052 -0.84674 0.44623
H 3.20195 0.65462 -0.72053
H 1.73409 0.11960 0.44876

Cartesian forces (eV/Å) of the 3 atoms listed first:
2.5 -1.7 -1.3
-0.5 0.6 -1.6
-0.4 2.8 0.0

- Energy above the lowest of the compared OMol25 structures with the same formula, charge and spin: 427.4 kJ/mol
- Orbital gap (spin up / spin down): 7.42 / 7.60 eV
- Highest occupied orbital energy (spin up / spin down): -7.7 / -7.7 eV
- Total charge: 0
- Max |F|: 0.0666 Eh/bohr

Entry 4:
ORCA calculation (the ωB97M-V functional and the def2-TZVPD basis) on a single C10H17NO5 molecule in a non-equilibrium geometry.

Element x y z (Å)
C -0.09372 1.13660 1.38367
N -0.90627 1.00297 0.14439
C -1.83373 2.15422 0.03895
C -1.65985 -0.26822 0.21364
C -0.79285 -1.51411 0.02923
C -1.70400 -2.69487 0.07939
C -2.48666 -2.67105 1.41911
O -3.62557 -2.17509 1.36638
O -1.79580 -2.80143 2.45838
O -0.09499 -1.49437 -1.22760
C 0.72961 -0.31253 -1.33920
C 1.45540 -0.22682 -2.70179
C 0.50633 -0.29472 -3.88915
O -0.11059 0.72808 -4.13568
O 0.45802 -1.42148 -4.62505
C -0.11263 0.95375 -1.13270
H 0.77511 0.49015 1.37988
H 0.23033 2.16065 1.48090
H -0.68629 0.85362 2.24156
H -2.24776 2.42257 1.03480
H -2.63326 1.84452 -0.62082
H -1.35516 3.04681 -0.36980
H -2.19790 -0.36558 1.17113
H -2.43090 -0.26286 -0.57833
H -0.08529 -1.57446 0.85289
H -2.41935 -2.62216 -0.74017
H -1.13895 -3.60399 -0.03945
H 1.50752 -0.34379 -0.55045
H 1.93205 0.73851 -2.76171
H 2.21513 -0.98268 -2.83074
H -0.30280 -1.31281 -5.22132
H 0.59301 1.80135 -1.16076
H -0.82771 0.98885 -1.96435

Cartesian forces (eV/Å) of the 3 atoms listed first:
0.6 0.1 0.0
0.6 0.0 -0.1
-0.8 0.5 0.7

- Structure (SMILES): C[N+]1(C)C[C@@H](CC(=O)[O-])O[C@@H](CC(=O)O)C1
- Energy above the lowest of the compared OMol25 structures with the same formula, charge and spin: 0.0 kJ/mol
- Orbital gap: 7.22 eV
- Highest occupied orbital energy: -7.3 eV
- Total charge: 0
- Max |F|: 0.0438 Eh/bohr

Entry 5:
ORCA calculation (the ωB97M-V functional and the def2-TZVPD basis) on 2 unconnected molecules or ions with the total composition C10H17NP in a non-equilibrium geometry.

Element x y z (Å)
C -3.73574 0.85497 -1.17562
C -2.38764 0.60803 -1.25791
C -4.56067 0.32381 -0.24086
C -1.81237 -0.41143 -0.40014
C -3.90354 -0.54188 0.65277
C -2.56534 -0.93239 0.58835
C 1.99313 0.24633 0.58283
C 3.51734 -0.45110 -1.10905
C 3.30542 1.98540 -0.55913
C 3.25691 0.58130 -0.00983
N 1.87657 -0.18936 1.78213
P -1.94798 -2.47758 1.46671
H -4.33871 1.60127 -1.72802
H -1.67357 1.23367 -1.90305
H -5.61877 0.57055 -0.17726
H -0.72037 -0.55877 -0.52518
H -4.56331 -1.11445 1.32045
H -3.07423 -3.37820 1.13112
H 0.98006 0.13395 -0.01515
H 3.58250 -1.49135 -0.89745
H 4.48821 -0.29869 -1.54321
H 2.88039 -0.43875 -1.97478
H 2.32429 2.10284 -1.20731
H 4.29125 1.86945 -1.13612
H 3.36434 2.70426 0.22125
H 3.97597 0.37638 0.81115
H 1.02068 -0.40895 2.25100
H 2.69582 -0.38864 2.47273
H -2.65066 -2.11072 2.57961

Cartesian forces (eV/Å) of the 3 atoms listed first:
-1.1 2.6 -1.6
2.2 -0.3 0.2
1.4 -2.0 2.2

- Energy above the lowest of the compared OMol25 structures with the same formula, charge and spin: 176.9 kJ/mol
- Orbital gap: 7.36 eV
- Highest occupied orbital energy: -11.9 eV
- Total charge: +1
- Max |F|: 0.0820 Eh/bohr

Entry 6:
ORCA calculation (the ωB97M-V functional and the def2-TZVPD basis) on a single C10H17NS molecule.

Element x y z (Å)
C -1.65965 0.83773 0.67875
C -0.50284 0.43177 -0.01439
C -2.55782 1.81789 0.25819
C 0.41086 -0.50326 0.37590
C -3.79742 2.04539 1.09713
C 0.27449 -1.26212 1.65404
C 1.04096 -1.73835 -1.66317
C 2.70947 -1.58155 0.17933
C 2.17684 0.44402 -1.14389
C 1.57875 -0.83474 -0.53985
N -2.45258 2.54572 -0.80190
S -2.09383 3.48151 -1.97214
H -1.91454 0.36316 1.61389
H -0.36349 0.93347 -0.96209
H -3.52039 2.51159 2.04102
H -4.28411 1.09569 1.30828
H -4.49048 2.69810 0.57408
H 0.95240 -0.87094 2.41275
H 0.50519 -2.31407 1.51239
H -0.73623 -1.19222 2.04313
H 0.26444 -1.23063 -2.22871
H 0.61726 -2.64794 -1.24176
H 1.84544 -2.01381 -2.34153
H 3.52180 -1.75675 -0.52228
H 3.09696 -0.99363 1.00836
H 2.38704 -2.54920 0.55388
H 1.47666 0.93723 -1.81053
H 3.06948 0.20463 -1.71580
H 2.44536 1.14132 -0.35308

Cartesian forces (eV/Å) of the 3 atoms listed first:
0.1 -0.2 0.1
0.2 -0.1 -0.1
-0.6 -0.1 0.5

- Orbital gap (spin up / spin down): 7.91 / 7.28 eV
- Highest occupied orbital energy (spin up / spin down): -7.1 / -8.1 eV
- Total charge: 0
- 2S+1: 3
- Max |F|: 0.0152 Eh/bohr

Entry 7:
ORCA calculation (the ωB97M-V functional and the def2-TZVPD basis) on a molecular structure, C10H17NSi in a non-equilibrium geometry.

Element x y z (Å)
C -3.27404 3.20953 0.59210
C -2.17893 3.52791 1.37716
C -3.27037 2.03429 -0.14025
C -1.08835 2.67851 1.42246
C -2.17638 1.18950 -0.08721
C -1.06608 1.49385 0.69393
C 0.64470 -1.75454 -1.75043
C 2.35846 0.08809 -1.91836
C 1.00215 -2.04101 2.01982
C 0.92671 -0.27699 -1.60263
N 0.06674 -0.98566 1.71692
Si 0.44322 0.37325 0.73932
H -4.12436 3.87475 0.54992
H -2.17600 4.44287 1.95304
H -4.12067 1.77843 -0.75711
H -0.23967 2.94006 2.03869
H -2.18082 0.27793 -0.66761
H 1.34066 -2.34071 -1.15299
H -0.36871 -1.99592 -1.43501
H 0.75527 -2.06656 -2.79285
H 3.04681 -0.48190 -1.29642
H 2.53728 1.14690 -1.74784
H 2.59362 -0.13101 -2.96382
H 0.95734 -2.85966 1.29422
H 2.00969 -1.63285 2.00708
H 0.80171 -2.45062 3.01257
H 0.23088 0.31517 -2.19741
H -0.88892 -1.30420 1.77088
H 1.65400 0.99117 1.27981

Cartesian forces (eV/Å) of the 3 atoms listed first:
0.0 0.0 0.0
-0.1 0.2 0.1
-0.1 0.0 -0.1

- Energy above the lowest of the compared OMol25 structures with the same formula, charge and spin: 43.3 kJ/mol
- Orbital gap: 8.67 eV
- Highest occupied orbital energy: -7.7 eV
- Total charge: 0
- Max |F|: 0.0622 Eh/bohr

Entry 8:
ORCA calculation (the ωB97M-V functional and the def2-TZVPD basis) on a molecular structure, C10H18Br6O6 in a non-equilibrium geometry.

Element x y z (Å)
C 3.78494 -2.54051 2.74899
C 3.18852 -2.43949 1.30141
O 4.04878 -1.62862 0.52098
C 3.89883 -1.56167 -0.78379
O 3.05982 -2.27825 -1.39863
O 4.86691 -0.69010 -1.25034
C 5.04590 -0.44763 -2.59237
H 4.82875 -2.85349 2.77338
H 3.26835 -3.30906 3.32395
H 3.72640 -1.60131 3.29906
H 2.21968 -1.94497 1.37131
H 3.07850 -3.43544 0.87235
H 5.88438 0.23150 -2.74677
H 4.20965 0.08656 -3.04339
H 5.23697 -1.40661 -3.07398
C -0.98468 1.32326 -0.15531
C -1.56732 2.17803 0.91540
O -2.32832 3.29174 0.34531
C -3.26575 3.91129 0.99319
O -3.52223 3.75334 2.15867
O -3.83287 4.77436 0.13067
C -4.88642 5.56686 0.63876
H -0.28005 1.86115 -0.78956
H -1.79956 1.01143 -0.80864
H -0.35152 0.50306 0.18301
H -0.87708 2.65294 1.61264
H -2.12130 1.55561 1.61810
H -4.69208 6.59227 0.32435
H -5.00214 5.44563 1.71580
H -5.82868 5.27348 0.17598
C -3.52102 -3.17053 -2.39553
Br -2.70903 -4.47016 -3.68955
Br -2.08953 -2.20525 -1.32941
Br -4.83202 -4.03006 -1.22563
H -4.12843 -2.44645 -2.93853
C -0.39819 -1.47404 0.08475
Br 1.47186 -1.11826 -0.46942
Br -0.89194 -0.52887 1.81648
Br -0.80864 -3.41837 0.37746
H -1.09962 -1.01354 -0.61098

Cartesian forces (eV/Å) of the 3 atoms listed first:
0.1 -0.1 -0.8
0.4 -0.9 2.7
0.8 0.8 -0.1

- Energy above the lowest of the compared OMol25 structures with the same formula, charge and spin: 635.3 kJ/mol
- Orbital gap: 7.92 eV
- Highest occupied orbital energy: -8.5 eV
- Total charge: 0
- Max |F|: 0.2174 Eh/bohr

Number 1: E_tot -2474.36990 Eh. Number 2: E_tot -1994.68330 Eh. Number 3: E_tot -994.42570 Eh. Number 4: E_tot -822.14882 Eh. Number 5: E_tot -787.00380 Eh. Number 6: E_tot -844.08899 Eh. Number 7: E_tot -735.46448 Eh. Number 8: E_tot -16287.03269 Eh.